No. 1
A 2-piece molecular cluster, C4H11NOS overall in a non-equilibrium geometry. Source: the Open Molecules 2025 dataset; level of theory: wB97M-V/def2-TZVPD.

```
! wB97M-V def2-TZVPD RIJCOSX def2/J DEFGRID3
* xyz 0 1
C 1.027 0.030 1.572
C -0.182 -0.797 1.296
C 0.149 -1.499 0.093
C 0.087 -2.820 -0.006
N -0.137 3.084 -2.541
O -1.458 1.458 -0.862
S 0.146 2.132 -1.222
H 1.160 0.272 2.634
H 1.996 -0.461 1.474
H 0.949 0.841 0.860
H -0.489 -1.572 2.082
H -1.112 -0.203 1.245
H -1.020 3.656 -2.389
H 0.625 -0.892 -0.706
H 0.359 -3.346 -0.846
H -0.265 -3.422 0.691
H -0.408 2.499 -3.332
H -1.429 1.041 -0.044
*
```

Output
HOMO level   -8.661 eV
E_LUMO   0.764 eV
ΔE to the lowest compared entry with this formula, charge and spin   328.9 kJ/mol
SMILES string   C=CCC.NSO
Maximum force   4.67 eV Å⁻¹
HOMO-LUMO gap   9.425 eV

No. 2
A 2-piece molecular cluster, C4H11NOS overall in a non-equilibrium geometry. Source: the Open Molecules 2025 dataset; level of theory: wB97M-V/def2-TZVPD.

```
! wB97M-V def2-TZVPD RIJCOSX def2/J DEFGRID3
* xyz 0 1
C 1.979 0.940 -2.562
C -2.044 -0.164 0.235
C -0.496 -0.130 1.993
C 0.133 -1.420 0.164
N -0.827 -0.668 0.749
O 0.335 1.473 -0.454
S 1.435 0.647 -0.956
H 1.248 1.063 -3.352
H 2.762 0.231 -2.807
H -2.171 1.020 0.405
H -2.076 -0.310 -0.805
H -2.881 -0.652 0.789
H -0.055 -0.863 2.459
H 0.228 0.717 1.759
H -1.330 0.304 2.547
H 1.103 -1.595 0.780
H 0.159 -1.802 -0.925
H 2.496 1.210 -0.019
*
```

Output
HOMO level (spin up / spin down)   -5.850 / -6.762 eV
E_LUMO (spin up / spin down)   -0.524 / 0.212 eV
ΔE to the lowest compared entry with this formula, charge and spin   711.8 kJ/mol
Maximum force   5.50 eV Å⁻¹
HOMO-LUMO gap (spin up / spin down)   5.325 / 6.974 eV

No. 3
A 3-piece molecular cluster, C4H11NOS2 overall in a non-equilibrium geometry. Source: the Open Molecules 2025 dataset; level of theory: wB97M-V/def2-TZVPD.

```
! wB97M-V def2-TZVPD RIJCOSX def2/J DEFGRID3
* xyz 0 1
S -1.845 -2.799 -0.826
S -0.303 2.470 0.601
C -0.270 0.899 1.220
C 0.418 -0.141 0.279
C 1.984 -0.055 0.357
O 2.204 -0.392 1.652
N -0.093 -0.293 -1.096
C -0.854 0.879 -1.675
H -1.465 -4.061 -0.870
H -1.324 0.690 1.335
H 0.307 0.715 2.234
H 0.216 -1.142 0.755
H 2.310 -0.806 -0.399
H 2.396 0.936 0.029
H 0.200 0.839 3.078
H -0.741 -1.135 -1.102
H -0.316 1.806 -1.518
H -1.913 0.927 -1.299
H -0.911 0.662 -2.755
*
```

Output
HOMO level   -8.364 eV
E_LUMO   -4.788 eV
ΔE to the lowest compared entry with this formula, charge and spin   1196.0 kJ/mol
Maximum force   7.12 eV Å⁻¹
HOMO-LUMO gap   3.576 eV

No. 4
One molecule with the formula C4H11NP2 in a non-equilibrium geometry. Source: the Open Molecules 2025 dataset; level of theory: wB97M-V/def2-TZVPD.

```
! wB97M-V def2-TZVPD RIJCOSX def2/J DEFGRID3
* xyz 0 1
C -2.263 -0.556 0.809
C 0.947 -0.484 -0.708
C 2.394 -0.319 -0.500
C 0.071 1.722 -0.030
N -0.057 0.392 -0.734
P -1.262 -1.968 1.370
P -1.783 0.148 -1.062
H -3.252 -0.773 0.554
H -2.027 0.359 1.396
H 0.625 -1.497 -0.828
H 2.803 0.411 0.181
H 2.909 -0.016 -1.474
H 2.743 -1.256 -0.154
H 0.816 1.596 0.794
H 0.358 2.529 -0.713
H -0.908 1.907 0.487
H -0.423 -0.998 2.162
H -1.692 -1.197 -1.551
*
```

Output
HOMO level (spin up / spin down)   -6.343 / -5.941 eV
E_LUMO (spin up / spin down)   0.401 / -0.219 eV
ΔE to the lowest compared entry with this formula, charge and spin   309.5 kJ/mol
Maximum force   2.80 eV Å⁻¹
HOMO-LUMO gap (spin up / spin down)   6.744 / 5.722 eV

No. 5
One molecule with the formula C4H11NS in a non-equilibrium geometry. Source: the Open Molecules 2025 dataset; level of theory: wB97M-V/def2-TZVPD.

```
! wB97M-V def2-TZVPD RIJCOSX def2/J DEFGRID3
* xyz 0 1
C 0.706 -0.855 -1.726
C -0.035 -0.721 -0.375
C 0.252 0.669 0.274
C -0.624 1.083 1.390
S -0.826 2.994 1.419
N 0.181 -1.898 0.500
H 1.339 0.076 -1.896
H 0.012 -0.967 -2.561
H 1.406 -1.687 -1.558
H -1.170 -0.871 -0.647
H 1.281 0.681 0.506
H -0.041 1.410 -0.482
H -1.611 0.605 1.374
H -0.085 0.898 2.342
H -1.142 3.328 0.004
H 0.888 -2.118 1.121
H -0.532 -2.629 0.314
*
```

Output
HOMO level   -8.795 eV
E_LUMO   0.949 eV
ΔE to the lowest compared entry with this formula, charge and spin   137.9 kJ/mol
SMILES string   C[C@@H](N)CCS
Maximum force   3.89 eV Å⁻¹
HOMO-LUMO gap   9.744 eV

No. 6
One molecule with the formula C4H11NS in a non-equilibrium geometry. Source: the Open Molecules 2025 dataset; level of theory: wB97M-V/def2-TZVPD.

```
! wB97M-V def2-TZVPD RIJCOSX def2/J DEFGRID3
* xyz 0 1
C -0.050 1.375 -1.391
N -0.955 0.243 -1.197
C -1.145 -0.273 0.172
C 0.230 -0.360 0.869
S 0.695 -1.455 2.259
C 0.271 1.603 -2.851
H -0.388 2.254 -0.817
H 0.885 1.161 -0.875
H -1.884 0.529 -1.482
H -1.629 -1.247 0.157
H -1.753 0.468 0.706
H 0.853 -0.761 0.070
H 0.440 0.658 1.179
H -0.515 -1.672 2.782
H 0.236 0.627 -3.338
H -0.472 2.222 -3.357
H 1.263 2.014 -2.978
*
```

Output
HOMO level   -8.998 eV
E_LUMO   1.021 eV
ΔE to the lowest compared entry with this formula, charge and spin   91.2 kJ/mol
SMILES string   CCNCCS
Maximum force   1.33 eV Å⁻¹
HOMO-LUMO gap   10.019 eV

No. 7
One molecule with the formula C4H11NS in a non-equilibrium geometry. Source: the Open Molecules 2025 dataset; level of theory: wB97M-V/def2-TZVPD.

```
! wB97M-V def2-TZVPD RIJCOSX def2/J DEFGRID3
* xyz 0 1
C 0.015 -1.423 -1.187
C 0.630 -0.031 -0.807
C -0.486 1.038 -0.402
C -0.843 1.110 1.077
H 0.873 -2.283 -1.421
H -0.448 -1.117 -2.264
H -0.709 -1.792 -0.402
H 0.916 0.197 -1.799
H 1.445 -0.434 1.126
H 2.622 -0.443 -0.007
H -1.434 0.732 -0.910
H -0.476 2.094 -0.840
H 0.068 1.410 1.676
H -1.686 1.850 1.179
H -0.962 -0.410 3.162
N 1.762 0.027 0.203
S -1.286 -0.525 1.617
*
```

Output
HOMO level   -8.940 eV
E_LUMO   0.591 eV
ΔE to the lowest compared entry with this formula, charge and spin   206.2 kJ/mol
SMILES string   C[C@H](N)CCS
Maximum force   4.09 eV Å⁻¹
HOMO-LUMO gap   9.531 eV

No. 8
One molecule with the formula C4H11NS in a non-equilibrium geometry. Source: the Open Molecules 2025 dataset; level of theory: wB97M-V/def2-TZVPD.

```
! wB97M-V def2-TZVPD RIJCOSX def2/J DEFGRID3
* xyz 0 1
C -0.906 -0.618 0.703
N -0.359 0.701 0.444
C 0.104 1.005 -0.903
C 1.573 0.588 -1.117
S 1.931 0.610 -2.918
C -1.385 -0.830 2.130
H -0.215 -1.449 0.487
H -1.760 -0.825 0.047
H 0.474 0.643 1.030
H -0.556 0.543 -1.631
H 0.099 2.084 -1.076
H 1.726 -0.429 -0.760
H 2.221 1.308 -0.629
H 1.560 -0.640 -3.227
H -2.107 -0.048 2.364
H -0.527 -0.849 2.804
H -1.874 -1.794 2.254
*
```

Output
HOMO level   -8.695 eV
E_LUMO   0.922 eV
ΔE to the lowest compared entry with this formula, charge and spin   61.4 kJ/mol
SMILES string   CCNCCS
Maximum force   1.89 eV Å⁻¹
HOMO-LUMO gap   9.617 eV

No. 9
One molecule with the formula C4H11NS in a non-equilibrium geometry. Source: the Open Molecules 2025 dataset; level of theory: wB97M-V/def2-TZVPD.

```
! wB97M-V def2-TZVPD RIJCOSX def2/J DEFGRID3
* xyz 0 1
C 0.939 2.071 0.584
N 0.138 1.253 -0.337
C 0.143 -0.252 0.189
C -1.261 -0.715 -0.208
S -1.869 -2.499 -0.350
C 1.242 -1.053 -0.670
H 1.943 1.759 0.658
H 0.815 3.041 0.210
H 0.538 2.334 1.608
H -0.854 1.461 -0.058
H 0.138 -0.435 1.316
H -2.088 -0.229 0.372
H -1.325 -0.345 -1.216
H -2.965 -2.514 0.513
H 2.291 -0.751 -0.628
H 1.254 -2.033 -0.204
H 0.921 -1.095 -1.778
*
```

Output
HOMO level   -9.099 eV
E_LUMO   0.795 eV
ΔE to the lowest compared entry with this formula, charge and spin   177.6 kJ/mol
SMILES string   CN[C@H](C)CS
Maximum force   4.44 eV Å⁻¹
HOMO-LUMO gap   9.894 eV

No. 10
An isolated ion of composition C4H11NS2 and charge -1 in a non-equilibrium geometry. Source: the Open Molecules 2025 dataset; level of theory: wB97M-V/def2-TZVPD.

```
! wB97M-V def2-TZVPD RIJCOSX def2/J DEFGRID3
* xyz -1 2
N 1.251 3.392 -0.913
C 1.541 2.513 0.252
C 0.295 1.611 0.526
S 0.177 0.249 -0.590
S -0.414 -1.172 0.949
C -1.628 -2.141 0.045
C -0.983 -3.459 -0.475
H 1.047 2.764 -1.734
H 2.181 3.843 -1.207
H 1.767 3.179 1.071
H 2.325 1.740 0.160
H -0.539 2.333 0.448
H 0.312 1.265 1.490
H -2.071 -1.601 -0.835
H -2.450 -2.230 0.837
H -0.594 -3.959 0.389
H -1.848 -4.159 -0.657
H -0.448 -3.290 -1.392
*
```

Output
HOMO level (spin up / spin down)   0.016 / -2.879 eV
E_LUMO (spin up / spin down)   3.984 / 3.825 eV
⟨S²⟩   0.7544
ΔE to the lowest compared entry with this formula, charge and spin   95.3 kJ/mol
Maximum force   3.87 eV Å⁻¹
HOMO-LUMO gap (spin up / spin down)   3.967 / 6.704 eV

No. 11
A 2-piece molecular cluster, C4H11O2S overall in a non-equilibrium geometry. Source: the Open Molecules 2025 dataset; level of theory: wB97M-V/def2-TZVPD.

```
! wB97M-V def2-TZVPD RIJCOSX def2/J DEFGRID3
* xyz -1 1
C -2.124 1.610 1.734
S -1.457 0.274 0.604
C -2.279 -1.370 1.051
H -3.262 1.515 2.005
H -1.483 1.623 2.740
H -1.960 2.641 1.191
H -0.071 0.248 0.832
H -1.538 -2.239 0.781
H -2.512 -1.408 2.215
H -3.260 -1.424 0.392
O 2.162 -0.027 0.043
C 1.844 -0.277 -1.234
C 3.142 -0.090 -2.152
O 2.820 -0.324 -3.432
H 1.063 0.358 -1.690
H 1.460 -1.286 -1.467
H 3.917 -0.737 -1.704
H 3.536 0.913 -1.910
*
```

Output
HOMO level   -0.740 eV
E_LUMO   1.870 eV
ΔE to the lowest compared entry with this formula, charge and spin   791.9 kJ/mol
Maximum force   2.72 eV Å⁻¹
HOMO-LUMO gap   2.610 eV

No. 12
A 2-piece molecular cluster, C4H11O2S2 overall in a non-equilibrium geometry. Source: the Open Molecules 2025 dataset; level of theory: wB97M-V/def2-TZVPD.

```
! wB97M-V def2-TZVPD RIJCOSX def2/J DEFGRID3
* xyz -1 1
C 0.639 -1.241 0.334
C -0.672 -1.060 1.149
O -0.497 0.068 2.022
C 0.458 -1.505 -1.134
S -1.117 -0.866 -1.925
S -1.235 1.236 -2.294
C -1.409 1.895 -0.796
H 1.329 -0.429 0.507
H 0.923 -2.148 0.881
H -0.813 -1.824 1.894
H -1.520 -0.954 0.468
H 1.209 -1.061 -1.833
H 0.500 -2.561 -1.258
H -0.970 0.798 1.596
H -2.334 2.152 -0.318
H -0.468 2.093 -0.271
H 1.968 1.108 0.610
H 1.730 2.253 -0.204
O 2.280 2.044 0.573
*
```

Output
HOMO level   -2.488 eV
E_LUMO   3.582 eV
ΔE to the lowest compared entry with this formula, charge and spin   196.9 kJ/mol
Maximum force   2.43 eV Å⁻¹
HOMO-LUMO gap   6.070 eV

No. 13
C4H11O2SSi as an isolated structure in a non-equilibrium geometry. Source: the Open Molecules 2025 dataset; level of theory: wB97M-V/def2-TZVPD.

```
! wB97M-V def2-TZVPD RIJCOSX def2/J DEFGRID3
* xyz -1 1
C 0.431 -1.773 -0.405
C -0.485 0.701 1.680
C -2.169 -0.522 -0.395
C 2.037 0.946 0.074
O -0.207 1.178 -1.026
O 1.890 1.175 -2.471
Si -0.258 -0.057 -0.035
S 1.354 1.769 -1.240
H -0.004 -2.087 -1.473
H 1.520 -1.909 -0.555
H 0.044 -2.463 0.409
H -1.189 0.020 2.175
H 0.393 0.643 2.333
H -0.967 1.716 1.611
H -2.533 -0.791 -1.356
H -2.343 -1.385 0.231
H -2.764 0.404 -0.132
H 2.151 1.709 0.904
H 3.097 0.726 -0.328
*
```

Output
HOMO level   -3.332 eV
E_LUMO   3.770 eV
ΔE to the lowest compared entry with this formula, charge and spin   0.0 kJ/mol
Maximum force   3.81 eV Å⁻¹
HOMO-LUMO gap   7.102 eV

No. 14
C4H11O3 as an isolated structure in a non-equilibrium geometry. Source: the Open Molecules 2025 dataset; level of theory: wB97M-V/def2-TZVPD.

```
! wB97M-V def2-TZVPD RIJCOSX def2/J DEFGRID3
* xyz -1 1
C 0.717 0.669 0.582
O -0.602 0.225 0.649
C 1.247 0.637 -0.888
C 1.458 -0.824 -1.332
C 0.081 -1.428 -1.820
O -1.008 -0.716 -1.257
H 1.230 -0.132 1.158
H 0.704 1.750 0.830
H 2.162 1.195 -1.042
H 0.519 1.132 -1.504
H 1.707 -1.463 -0.484
H 2.101 -0.821 -2.201
H -0.044 -1.405 -2.900
H 0.023 -2.445 -1.403
H -0.786 -0.279 -0.262
H -3.806 1.526 3.561
H -2.407 1.087 3.999
O -3.297 1.290 4.315
*
```

Output
HOMO level   -3.157 eV
E_LUMO   3.892 eV
ΔE to the lowest compared entry with this formula, charge and spin   191.4 kJ/mol
Maximum force   4.80 eV Å⁻¹
HOMO-LUMO gap   7.049 eV